138
Properties=species:S:1:pos:R:3:forces:R:3 method="wB97M-V/def2-TZVPD" total_energy_ha=-2368.0258 gap_ev=8.20 smiles="CCN(CC)CC.CCN(CC)CC.CCN(CC)CC.CNC(C)=O.CNC(C)=O.CNC(C)=O.CNC(C)=O.CNC(C)=O.CNC(C)=O"
C -1.583 2.522 2.003 -0.1384 -1.1326 -0.5298
C -1.809 2.043 0.550 0.4725 0.2784 0.8103
N -1.613 0.587 0.385 -2.2303 0.8738 -0.2184
C -1.957 0.268 -1.012 1.3786 0.1032 0.7412
C -2.106 -1.238 -1.278 0.0169 0.9743 0.4108
C -0.404 0.004 0.915 -0.0553 0.0910 0.3420
C -0.691 -0.747 2.169 -0.1357 -0.8133 1.4044
H -1.913 3.521 2.288 0.2198 0.0920 -0.5484
H -0.509 2.384 2.120 -0.0720 0.4491 0.7205
H -2.096 1.838 2.680 0.0307 -0.0618 0.1059
H -2.772 2.334 0.132 -0.2491 -0.2647 0.2894
H -1.083 2.605 -0.038 0.3329 0.1102 -0.4735
H -2.789 0.916 -1.286 -0.3900 -0.5070 0.0032
H -1.101 0.688 -1.541 0.1177 -0.2361 -1.0869
H -2.719 -1.408 -2.163 0.2836 -0.2095 -0.0709
H -1.100 -1.648 -1.366 -0.2474 -0.3173 -0.3312
H -2.577 -1.705 -0.413 -0.1766 -0.0547 -0.0225
H 0.283 0.789 1.232 0.5458 -0.0219 -0.7396
H 0.012 -0.724 0.218 0.4057 0.4663 -0.3580
H -0.938 -0.074 2.990 -0.5108 0.0084 -0.1365
H 0.143 -1.304 2.597 0.4847 0.0574 -0.4236
H -1.477 -1.487 2.019 -0.1165 0.1626 0.0362
C 1.547 -3.571 0.134 3.3758 -0.9568 0.3056
C 3.075 -3.586 0.808 -1.3741 0.4250 -0.4528
N 4.184 -3.434 -0.197 -1.0684 -0.8697 1.1447
C 5.387 -3.129 0.556 1.3998 0.9602 -0.7590
C 6.571 -2.734 -0.399 -1.3491 -0.0406 -0.0014
C 4.340 -4.741 -0.871 0.1245 0.4903 -0.6188
C 4.595 -6.032 -0.072 -1.0221 0.6326 -0.9546
H 1.513 -2.549 -0.244 -0.8620 -0.1637 0.0867
H 0.741 -4.000 0.730 0.0946 0.8918 0.5972
H 1.558 -4.282 -0.692 0.2061 0.2730 -0.3973
H 3.119 -2.783 1.543 -0.0307 0.6953 -0.4939
H 3.329 -4.395 1.492 -0.5432 -0.8002 -0.2972
H 5.255 -2.196 1.104 -0.4579 -0.1361 0.3120
H 5.610 -3.917 1.276 0.3268 -0.1711 0.1430
H 6.890 -3.492 -1.114 0.2650 -0.2192 0.4202
H 6.096 -1.976 -1.021 0.1870 0.2601 -0.1392
H 7.401 -2.253 0.120 0.0203 -0.3593 0.0609
H 5.211 -4.720 -1.525 -0.0540 0.5647 -0.2187
H 3.495 -4.811 -1.557 -0.1693 -0.3504 0.1703
H 3.865 -6.206 0.719 0.5471 0.0582 0.3782
H 5.657 -6.038 0.173 -0.3125 -0.5649 0.5017
H 4.326 -6.766 -0.831 0.6094 -0.5207 0.1473
C 0.675 -1.740 -3.596 1.0820 -0.3388 -1.6381
C 1.432 -1.337 -4.934 -0.6352 -0.5229 1.0486
N 2.851 -1.240 -4.778 1.3062 0.7742 -0.7978
C 3.500 -0.655 -5.982 0.4334 0.9579 1.7883
C 3.579 0.869 -5.757 -0.0121 -0.7678 -0.3355
C 3.468 -2.466 -4.377 -0.6029 -1.8949 -1.3227
C 3.219 -3.707 -5.398 0.5807 0.7188 1.5538
H 1.010 -2.702 -3.209 0.0650 -0.2561 -0.2741
H -0.365 -1.878 -3.891 -0.1548 0.5214 0.5981
H 0.923 -1.059 -2.782 -0.6454 0.4415 -0.2019
H 1.297 -2.089 -5.713 -0.9264 -0.2229 -0.1412
H 1.027 -0.393 -5.300 0.0031 -0.0102 0.1230
H 4.523 -1.030 -6.021 0.0084 -0.1890 -0.1092
H 3.034 -0.863 -6.946 -0.3773 -0.2703 0.0018
H 2.560 1.221 -5.594 0.0662 0.4584 -0.4532
H 4.136 1.146 -4.862 0.1291 -0.3256 0.0221
H 4.107 1.279 -6.617 -0.4307 0.5724 -0.0543
H 3.074 -2.710 -3.391 0.2918 -0.3049 0.0498
H 4.554 -2.383 -4.335 -0.0263 0.3649 0.2750
H 2.171 -3.990 -5.494 0.0827 0.1470 -0.1608
H 3.743 -4.560 -4.967 -0.0185 -0.1530 0.0468
H 3.699 -3.530 -6.361 -0.2969 0.2009 -0.0900
C 0.138 -3.761 3.997 1.3965 -0.1505 -1.3877
N -0.720 -3.632 5.121 -1.0033 -0.4186 0.9230
C -0.934 -2.472 5.779 -0.0479 1.6541 -0.1585
C -2.120 -2.419 6.739 -0.3715 -0.1340 -0.3397
O -0.242 -1.475 5.590 -0.0440 -0.3589 -0.0628
H 0.384 -4.785 3.719 -0.5441 -0.2649 0.4041
H 1.133 -3.333 4.123 -0.1325 0.3415 0.6286
H -0.224 -3.285 3.086 -0.4321 0.0282 0.1073
H -1.419 -4.332 5.321 0.2962 -0.1332 -0.3494
H -2.588 -1.438 6.820 0.8825 0.3844 0.0308
H -1.805 -2.758 7.726 -0.2386 -0.0998 -0.0240
H -2.987 -2.958 6.356 0.2499 -0.8226 0.1628
C 1.825 1.888 3.805 -0.6219 0.9570 0.5972
N 0.584 1.575 4.484 -1.6858 -0.1123 0.8230
C -0.202 2.448 5.185 0.8226 0.7672 1.7149
C -1.397 1.849 6.032 -0.3210 0.4279 -1.6886
O 0.089 3.637 5.293 -0.5376 -0.6587 -0.5181
H 2.626 2.025 4.532 0.5416 -1.1734 -0.1119
H 1.843 2.918 3.448 -0.8476 -0.0176 -0.5231
H 1.889 1.184 2.976 0.8647 0.0588 0.2514
H 0.351 0.632 4.760 0.5002 -0.4201 -0.4574
H -1.991 1.178 5.411 0.2849 -0.5378 -0.1072
H -2.127 2.642 6.191 0.4672 0.3434 0.3266
H -1.191 1.337 6.972 0.5587 0.1849 -0.2064
C -3.617 0.878 -5.259 -1.2071 -0.3664 0.7485
N -2.896 1.870 -4.512 -0.7260 0.6383 0.0450
C -1.581 1.945 -4.421 2.8222 0.6418 1.1567
C -0.984 2.991 -3.434 -1.0175 -0.1854 -0.4320
O -0.788 1.199 -4.967 -0.3524 -0.3098 -0.7705
H -3.267 0.599 -6.253 0.3929 0.4751 0.2895
H -4.624 1.293 -5.311 -0.1245 -0.2324 -0.5060
H -3.714 -0.012 -4.639 0.1304 -0.4164 -0.2517
H -3.388 2.292 -3.737 -0.1388 0.1246 -0.3811
H -1.134 4.044 -3.672 0.0664 -0.0581 -0.6841
H 0.081 2.768 -3.376 -0.2783 0.0744 0.3116
H -1.541 2.919 -2.500 0.4545 -0.3600 0.4365
C 3.559 0.299 -2.077 -0.4146 -0.1879 -0.2119
N 3.873 1.644 -1.729 0.1478 1.7686 0.1199
C 2.967 2.633 -1.453 1.0829 -0.4323 1.1987
C 1.716 2.245 -0.752 -0.3614 -0.2584 -0.8414
O 3.262 3.800 -1.552 0.2584 0.9665 -0.5393
H 3.372 -0.309 -1.192 0.3551 -0.3440 0.0034
H 4.401 -0.041 -2.680 -0.3519 -0.5734 0.1518
H 2.650 0.284 -2.679 0.2321 -0.2791 -0.2384
H 4.725 2.058 -2.079 0.0118 -0.2261 -0.1288
H 1.704 2.763 0.207 -0.0078 -0.2813 0.0405
H 1.648 1.158 -0.695 -0.4116 0.1917 0.3445
H 0.928 2.670 -1.372 -0.3650 -0.2503 0.2744
C -7.134 -0.227 1.563 -1.1135 0.6062 -0.7955
N -5.839 -0.734 1.884 -0.1105 0.5723 -1.5735
C -5.442 -1.109 3.092 -0.8243 0.8841 2.5092
C -3.981 -1.380 3.279 -0.0528 -0.3659 0.1537
O -6.226 -1.107 4.062 1.0322 -0.3473 -1.3117
H -7.045 0.676 0.960 0.3432 0.2157 0.0069
H -7.766 0.081 2.396 0.3256 -0.6302 0.2070
H -7.636 -0.915 0.883 -0.4306 -0.2406 0.3673
H -5.228 -0.608 1.089 0.6165 -0.3908 0.6390
H -3.490 -1.664 2.348 -0.0055 -0.2485 0.2112
H -3.955 -2.130 4.069 0.4022 -0.2572 -0.2773
H -3.451 -0.513 3.672 -0.2378 0.2169 -0.0887
C -2.702 6.806 0.870 -0.3652 1.0134 -0.3879
N -3.870 7.712 0.817 2.6208 -0.5851 -0.3111
C -4.942 7.497 1.565 -1.5729 1.1865 0.0523
C -5.918 8.647 1.539 -0.8436 0.3609 0.5343
O -5.178 6.485 2.177 0.3036 -0.8519 0.7008
H -1.798 7.414 0.916 0.0367 0.1219 -0.4375
H -2.757 6.261 -0.072 0.6175 -0.7513 0.4560
H -2.643 6.249 1.805 -0.6800 -0.3963 -0.4359
H -3.833 8.371 0.052 -0.3750 0.2349 0.5751
H -6.511 8.541 0.631 -0.0927 0.3152 -0.0380
H -5.507 9.650 1.646 0.4654 -0.1219 -0.5884
H -6.592 8.605 2.395 -0.0961 -0.5531 -0.1260



13
Properties=species:S:1:pos:R:3:forces:R:3 method="wB97M-V/def2-TZVPD" charge=+1 total_energy_ha=-554.6890 gap_ev=10.49
O 0.568 1.290 -0.986 -0.0957 0.3313 -0.0789
H 0.160 2.103 -1.329 0.2178 -0.2215 0.1581
H -1.169 3.489 1.038 -0.0174 0.0050 -0.0123
H 1.408 1.558 -0.586 -0.1307 -0.0204 -0.1945
C 0.321 -1.359 0.898 -0.3288 -0.6673 0.1097
C -0.485 -2.037 -0.149 0.6735 0.7559 0.7979
S -0.862 -1.451 -1.608 -0.1927 -0.1621 -0.5489
H 0.227 -0.287 0.860 0.0506 0.3563 -0.0733
H 0.020 -1.751 1.882 0.2307 0.1700 -0.3035
H 1.369 -1.643 0.722 -0.0598 0.0141 0.1211
H -0.523 3.341 0.705 0.0049 0.0148 0.0369
H -0.829 -3.022 0.127 -0.3183 -0.3184 -0.4157
H -0.204 -0.232 -1.575 -0.0341 -0.2577 0.4035



The records above give, respectively, energy relative to the best compared isomer or geometry (same formula, charge and spin) values of 327.4 160.2 kJ/mol.